1.
9
Properties=species:S:1:pos:R:3 method="wB97M-V/def2-TZVPD" gap_ev=8.44 max_force_ha_per_bohr=0.0891 de_lowest_kcal_mol=110.9 spin_multiplicity=1 e_homo_ha=-0.339 e_lumo_ev=-0.8
C -0.62 -0.20 0.32
C 0.54 0.01 0.62
C -2.04 -0.36 0.03
O 3.18 0.34 -0.66
S 2.83 0.14 0.92
H -2.61 0.45 0.62
H -2.52 -1.44 0.28
H -2.08 -0.10 -1.06
H 3.32 1.16 -1.07

2.
9
Properties=species:S:1:pos:R:3 method="wB97M-V/def2-TZVPD" gap_ev=9.29 max_force_ha_per_bohr=0.1419 de_lowest_kcal_mol=53.9 spin_multiplicity=1 e_homo_ha=-0.329 e_lumo_ev=0.3
C -1.12 -0.44 0.08
C 0.00 0.84 0.03
C 0.92 -0.45 -0.13
H 0.23 1.49 0.92
H -0.23 1.40 -0.94
H 1.44 -0.69 0.98
H 1.57 -0.42 -0.91
O -0.11 -1.43 0.00
S -2.69 -0.31 -0.03

3.
9
Properties=species:S:1:pos:R:3 method="wB97M-V/def2-TZVPD" gap_ev=10.53 max_force_ha_per_bohr=0.0588 de_lowest_kcal_mol=80.7 spin_multiplicity=1 e_homo_ha=-0.364 e_lumo_ev=0.6
C 0.08 -2.34 0.05
C 0.39 -1.18 -0.12
C -0.51 1.19 -0.13
O 1.98 0.85 0.69
S 1.16 0.48 -0.47
H -0.39 -3.28 0.01
H -0.69 2.26 -0.52
H -0.64 1.48 0.98
H -1.37 0.54 -0.49

4.
9
Properties=species:S:1:pos:R:3 method="wB97M-V/def2-TZVPD" gap_ev="5.96 / 6.96" s_squared=2.0106 max_force_ha_per_bohr=0.0808 de_lowest_kcal_mol=120.9 spin_multiplicity=3 e_homo_ha="-0.192 / -0.377" e_lumo_ev="0.7 / -3.3"
C -2.01 -0.67 0.95
C -1.08 -0.55 0.22
C 0.95 0.82 -0.64
O 1.41 -1.48 0.43
S 0.56 -0.99 -0.63
H -2.67 -0.46 1.66
H 1.65 0.99 -1.44
H 1.20 1.16 0.35
H 0.00 1.18 -0.89

5.
10
Properties=species:S:1:pos:R:3 method="wB97M-V/def2-TZVPD" gap_ev=8.26 max_force_ha_per_bohr=0.0877 de_lowest_kcal_mol=63.3 spin_multiplicity=1 e_homo_ha=-0.340 e_lumo_ev=-1.0
O 0.56 -1.78 -1.06
C -0.14 -0.82 -0.96
C -0.41 -0.33 0.44
S -1.71 1.01 0.35
C 0.86 0.70 1.02
S 1.72 1.45 -0.17
H -0.48 -0.04 -1.66
H -0.61 -1.22 1.10
H -1.13 1.82 1.27
H 1.02 0.59 2.10

6.
10
Properties=species:S:1:pos:R:3 method="wB97M-V/def2-TZVPD" gap_ev=8.04 max_force_ha_per_bohr=0.0865 de_lowest_kcal_mol=66.0 spin_multiplicity=1 e_homo_ha=-0.327 e_lumo_ev=-0.8
C -0.68 1.22 -0.85
C -0.23 -1.20 0.48
C 1.27 -0.61 0.75
H -0.59 2.15 -0.11
H 0.49 0.91 -1.26
H -1.48 1.35 -1.78
H 1.69 -1.22 1.60
O 1.68 0.23 0.05
S -1.54 -0.25 -0.01
S -0.62 -2.58 1.13

7.
10
Properties=species:S:1:pos:R:3 method="wB97M-V/def2-TZVPD" gap_ev=9.93 max_force_ha_per_bohr=0.0365 de_lowest_kcal_mol=0.0 spin_multiplicity=1 e_homo_ha=-0.346 e_lumo_ev=0.5
O -3.00 0.13 0.05
C -1.83 0.17 -0.09
S -0.89 -1.37 -0.27
C 0.67 -0.77 0.31
C 0.86 0.65 -0.30
S -0.72 1.56 -0.08
H 1.53 -1.40 0.02
H 0.59 -0.73 1.40
H 1.64 1.15 0.28
H 1.16 0.62 -1.33

8.
9
Properties=species:S:1:pos:R:3 method="wB97M-V/def2-TZVPD" gap_ev="7.58 / 6.21" s_squared=2.0198 max_force_ha_per_bohr=0.1504 de_lowest_kcal_mol=51.4 spin_multiplicity=3 e_homo_ha="-0.248 / -0.334" e_lumo_ev="0.8 / -2.9"
C 1.61 0.54 0.45
C -1.18 0.72 0.07
C 0.24 0.41 0.35
P 1.16 -1.19 0.39
P -2.32 -0.52 -0.11
H 2.12 1.46 0.37
H -1.36 1.82 -0.11
H 1.16 -1.69 -1.07
H -1.42 -1.55 -0.34

9.
8
Properties=species:S:1:pos:R:3 method="wB97M-V/def2-TZVPD" gap_ev=9.30 max_force_ha_per_bohr=0.0953 de_lowest_kcal_mol=16.5 spin_multiplicity=1 e_homo_ha=-0.308 e_lumo_ev=0.9
C 0.38 0.49 0.13
C -0.75 1.21 -0.13
C -0.30 -0.96 0.03
S -1.95 -0.06 0.02
H 1.36 0.79 -0.15
H -0.97 2.20 -0.20
H -0.20 -1.16 -1.02
H -0.18 -1.80 0.60

10.
8
Properties=species:S:1:pos:R:3 method="wB97M-V/def2-TZVPD" gap_ev="5.37 / 7.29" s_squared=2.0055 max_force_ha_per_bohr=0.0842 de_lowest_kcal_mol=61.7 spin_multiplicity=3 e_homo_ha="-0.168 / -0.379" e_lumo_ev="0.8 / -3.0"
C -1.79 -0.91 0.09
C -0.85 -0.15 0.01
C 0.36 0.74 0.08
S 1.80 -0.41 0.17
H -2.35 -1.79 0.40
H 0.26 1.24 1.05
H 0.56 1.52 -0.67
H 2.01 -0.24 -1.12

11.
9
Properties=species:S:1:pos:R:3 method="wB97M-V/def2-TZVPD" gap_ev=7.75 max_force_ha_per_bohr=0.1070 de_lowest_kcal_mol=75.9 spin_multiplicity=1 e_homo_ha=-0.324 e_lumo_ev=-1.1
C 0.57 -0.71 1.73
C 0.10 -0.56 0.37
C -0.50 0.84 -1.60
H 0.32 -1.50 2.49
H 1.30 0.31 2.21
H -0.63 -1.05 -0.33
H -1.43 0.57 -1.05
S 0.93 0.68 -0.50
S -0.66 1.41 -3.32

12.
9
Properties=species:S:1:pos:R:3 method="wB97M-V/def2-TZVPD" gap_ev=8.25 max_force_ha_per_bohr=0.1106 de_lowest_kcal_mol=45.7 spin_multiplicity=1 e_homo_ha=-0.278 e_lumo_ev=0.7
C -0.43 1.17 -0.01
C 0.92 0.98 -0.27
S 1.39 -0.67 -0.22
C -0.38 -1.41 -0.01
S -1.61 -0.27 -0.27
H -0.67 2.20 0.05
H 1.60 1.72 0.00
H -0.64 -2.37 -0.55
H -0.19 -1.36 1.27

13.
13
Properties=species:S:1:pos:R:3 method="wB97M-V/def2-TZVPD" gap_ev="7.47 / 10.12" s_squared=0.7531 max_force_ha_per_bohr=0.0544 de_lowest_kcal_mol=0.0 spin_multiplicity=2 e_homo_ha="-0.609 / -0.709" charge=+2 e_lumo_ev="-9.1 / -9.2"
H 0.75 0.11 1.03
O 1.18 0.52 0.16
C 1.49 -0.71 -0.56
C 1.06 -1.80 0.37
C -4.22 1.46 0.07
O -3.21 1.65 -0.47
O -5.22 1.29 0.62
Na 3.13 1.80 0.73
Ag -0.72 1.71 -1.08
H 2.58 -0.74 -0.75
H 0.89 -0.70 -1.47
H 1.40 -1.80 1.40
H 0.88 -2.79 -0.07

14.
12
Properties=species:S:1:pos:R:3 method="wB97M-V/def2-TZVPD" gap_ev="5.30 / 5.30" max_force_ha_per_bohr=0.0754 de_lowest_kcal_mol=95.9 spin_multiplicity=1 e_homo_ha="-0.250 / -0.250" e_lumo_ev="-1.5 / -1.5"
H 0.89 0.28 1.99
O 1.59 -0.62 -0.39
C 0.85 0.37 0.28
C 0.70 -1.42 -1.17
O 0.18 -0.25 1.42
O -0.29 0.59 -0.62
C -0.30 -0.40 -1.66
H 0.22 -2.20 -0.55
H 1.27 -1.90 -1.97
H -1.31 -0.80 -1.79
H 0.03 0.07 -2.60
Ag -1.87 0.55 1.17

15.
13
Properties=species:S:1:pos:R:3 method="wB97M-V/def2-TZVPD" gap_ev="8.60 / 6.18" s_squared=3.7602 max_force_ha_per_bohr=0.1681 de_lowest_kcal_mol=29.6 spin_multiplicity=4 e_homo_ha="-0.461 / -0.541" charge=+1 e_lumo_ev="-3.9 / -8.5"
O 2.31 -0.42 -0.19
C 1.27 -0.62 -0.78
C 0.71 1.41 1.42
O 0.86 -1.58 -1.48
O 0.20 0.32 -0.67
C 0.16 1.38 0.20
H 0.79 2.36 1.93
H 1.08 0.51 1.91
H -0.34 2.24 -0.24
H -1.54 -1.45 0.54
O -1.84 -1.50 -0.39
H -2.75 -1.82 -0.39
Au -0.90 -0.83 -1.87

16.
13
Properties=species:S:1:pos:R:3 method="wB97M-V/def2-TZVPD" gap_ev="10.09 / 6.04" s_squared=2.0145 max_force_ha_per_bohr=0.1542 de_lowest_kcal_mol=68.3 spin_multiplicity=3 e_homo_ha="-0.781 / -0.769" charge=+2 e_lumo_ev="-11.2 / -14.9"
O 0.42 -0.08 1.30
C 1.56 -0.44 0.64
C -0.37 0.99 0.77
O 1.89 -1.61 0.84
O 1.35 -0.09 -0.61
C 0.18 1.31 -0.55
H -0.30 1.81 1.50
H -1.51 0.13 0.39
H 0.91 2.11 -0.71
H -0.50 1.19 -1.39
O -1.50 -1.44 -0.58
H -2.27 -1.99 -0.70
Au 0.14 -1.89 -0.91

17.
9
Properties=species:S:1:pos:R:3 method="wB97M-V/def2-TZVPD" gap_ev=9.31 max_force_ha_per_bohr=0.0939 de_lowest_kcal_mol=96.4 spin_multiplicity=1 e_homo_ha=-0.332 e_lumo_ev=0.3
B -0.55 0.44 -1.25
C -0.14 -0.05 1.14
C 0.79 -0.75 0.65
C 0.52 0.45 -0.21
H -0.93 1.36 -1.71
H -1.62 -1.24 -1.03
H -0.86 0.34 1.81
H 1.38 -1.63 0.72
H 1.41 1.08 -0.12

18.
9
Properties=species:S:1:pos:R:3 method="wB97M-V/def2-TZVPD" gap_ev=7.61 max_force_ha_per_bohr=0.0880 de_lowest_kcal_mol=85.9 spin_multiplicity=1 e_homo_ha=-0.282 e_lumo_ev=-0.1
B -0.03 -1.06 0.30
C 1.20 -0.23 -0.15
C -1.21 -0.15 -0.19
C 0.04 0.61 0.00
H 2.03 0.10 0.40
H 1.26 -0.65 -1.18
H -1.59 -0.15 -1.20
H -1.94 0.17 0.65
H 0.25 1.36 1.36

19.
11
Properties=species:S:1:pos:R:3 method="wB97M-V/def2-TZVPD" gap_ev=9.69 max_force_ha_per_bohr=0.1014 de_lowest_kcal_mol=2.4 spin_multiplicity=1 e_homo_ha=-0.347 e_lumo_ev=0.2
B -1.15 -0.51 0.81
N -0.28 0.13 -0.03
C 1.06 -0.36 -0.28
C 1.71 0.49 -1.07
N 0.93 1.65 -1.22
C -0.18 1.41 -0.59
H -2.16 -0.07 0.95
H -0.85 -1.58 0.95
H 1.31 -1.21 0.33
H 2.75 0.62 -1.48
H -0.95 2.10 -0.34

20.
13
Properties=species:S:1:pos:R:3 method="wB97M-V/def2-TZVPD" gap_ev=9.39 max_force_ha_per_bohr=0.0368 de_lowest_kcal_mol=2.6 spin_multiplicity=1 e_homo_ha=-0.497 charge=+1 e_lumo_ev=-4.1
O 2.00 -0.68 0.70
C 1.19 -1.32 -0.09
C 1.49 0.69 1.01
O 1.10 -2.49 -0.32
O 0.18 -0.47 -0.50
C 0.27 0.83 0.12
H 2.28 1.41 0.79
H 1.25 0.69 2.08
H 0.37 1.55 -0.70
H -0.74 1.04 0.61
O -3.28 0.02 -0.84
H -4.15 0.33 -1.10
Ba -1.96 -1.62 -1.76